1.
116
Properties=species:S:1:pos:R:3 method="wB97M-V/def2-TZVPD" lumo_ha="-0.00698 / -0.00747" gap_ev="6.37 / 5.23" homo_ha="-0.2410 / -0.1995"
Ca -0.1036 1.2156 2.3859
C -2.7984 -3.8970 1.7191
C -1.8203 -3.3838 0.7085
C -1.7574 -3.8946 -0.5285
C -0.8109 -3.4027 -1.4752
N -0.0022 -2.4399 -1.1816
N -0.0776 -1.8791 0.0592
B 0.9323 -0.7335 0.3982
N 1.0697 0.3676 -0.5604
N 0.3926 0.1373 -1.7398
C 0.4583 1.0203 -2.6895
C 1.2089 2.2022 -2.5707
C 1.9032 2.4556 -1.4166
C 2.6903 3.7340 -1.3120
C 1.8281 1.5430 -0.3322
S 2.4781 1.8317 1.2192
C -0.2093 0.6370 -4.0246
C -1.4480 -0.2445 -3.8090
C -0.6139 1.8863 -4.8103
C 0.8427 -0.1408 -4.8339
N 2.1712 -1.2275 1.2311
N 2.8852 -1.8756 0.2440
C 4.0308 -2.4130 0.5082
C 4.5500 -2.3790 1.8244
C 3.8772 -1.7703 2.8114
C 4.4668 -1.7103 4.1890
C 2.6076 -1.1191 2.5283
S 1.8710 -0.2611 3.7766
C 4.8347 -3.0430 -0.6222
C 6.1306 -2.2355 -0.7980
C 4.0506 -3.0283 -1.9239
C 5.1720 -4.4923 -0.2512
C -0.9142 -2.2969 1.0349
S -0.8684 -1.5841 2.5633
C -0.7473 -4.0279 -2.8704
C 0.2455 -3.3050 -3.7715
C -0.3268 -5.5011 -2.7315
C -2.1343 -3.9445 -3.5253
H -3.4498 -4.6491 1.2686
H -2.2740 -4.3356 2.5708
H -3.4000 -3.0802 2.1204
H -2.4478 -4.6821 -0.8167
H 1.2499 2.9138 -3.3885
H 3.2717 3.8839 -2.2269
H 2.0108 4.5855 -1.2066
H 3.3572 3.7314 -0.4552
H -2.2755 0.3415 -3.3933
H -1.7821 -0.6573 -4.7683
H -1.2382 -1.0640 -3.1162
H -1.2522 2.5486 -4.2139
H 0.2506 2.4633 -5.1502
H -1.1747 1.5841 -5.6996
H 1.2070 -0.9986 -4.2652
H 0.4204 -0.4936 -5.7852
H 1.6997 0.5044 -5.0572
H 5.5068 -2.8488 2.0407
H 5.3805 -2.3087 4.2338
H 4.6965 -0.6758 4.4537
H 3.7546 -2.0655 4.9351
H 5.9072 -1.1761 -0.9623
H 6.7798 -2.3146 0.0821
H 6.6889 -2.6089 -1.6644
H 3.7996 -2.0102 -2.2370
H 4.6454 -3.5083 -2.7100
H 3.1125 -3.5702 -1.8030
H 5.7540 -4.5552 0.6742
H 4.2585 -5.0832 -0.1206
H 5.7647 -4.9519 -1.0495
H 1.2226 -3.2084 -3.3047
H 0.3545 -3.8654 -4.7061
H -0.1093 -2.2974 -4.0137
H 0.6743 -5.5758 -2.2913
H -1.0158 -6.0770 -2.1047
H -0.3017 -5.9716 -3.7200
H -2.4931 -2.9088 -3.5419
H -2.0738 -4.3021 -4.5591
H -2.8799 -4.5569 -3.0062
N -4.4566 1.8340 1.6103
C -4.6651 2.4697 0.3542
C -5.8040 3.2276 0.1486
C -6.0182 3.8531 -1.0758
C -5.0754 3.7396 -2.0860
C -3.9210 2.9939 -1.8630
C -3.7285 2.3407 -0.6558
S -2.2819 1.3611 -0.3972
N -2.2161 1.2641 1.2949
C -3.2171 1.4543 2.0464
C -3.0559 1.2521 3.5402
C -4.1269 1.2282 4.4083
C -3.8901 1.0594 5.7718
C -2.5967 0.9271 6.2167
C -1.5799 0.9496 5.2748
N -1.8082 1.1019 3.9697
H -5.0988 2.1191 2.3237
H -6.5334 3.3298 0.9524
H -6.9203 4.4353 -1.2294
H -5.2233 4.2395 -3.0392
H -3.1634 2.9132 -2.6392
H -5.1485 1.3069 4.0544
H -4.7200 1.0334 6.4704
H -2.3682 0.8000 7.2690
H -0.5405 0.8460 5.5668
C -1.0873 5.0739 1.8755
C -0.0948 4.6219 2.9724
C -0.5370 5.2585 4.3091
C 1.2954 5.1726 2.6260
N -0.0411 3.1815 3.1189
H -1.1184 6.1678 1.7454
H -2.1003 4.7315 2.1305
H -0.8014 4.6194 0.9198
H -0.4967 6.3589 4.2664
H 0.1186 4.9059 5.1111
H -1.5657 4.9627 4.5478
H 1.2814 6.2714 2.6422
H 1.6075 4.8323 1.6350
H 2.0332 4.8065 3.3477

=====

2.
13
Properties=species:S:1:pos:R:3 method="wB97M-V/def2-TZVPD" lumo_ha="-0.14155 / -0.15903" multiplicity=3 gap_ev="6.09 / 8.71" charge=+1 homo_ha="-0.3654 / -0.4793"
O -1.2161 0.1642 1.7835
O 0.6076 -1.0350 0.4474
C 0.7589 -0.9483 -0.9400
C 0.0645 0.3550 -1.3638
O -0.9523 0.5931 -0.3957
C -0.4209 0.6941 0.8724
H 1.8237 -0.9012 -1.2304
H 0.3125 -1.8000 -1.4838
H -0.3960 0.3021 -2.3571
H 0.7871 1.1835 -1.3122
O 0.2769 1.7017 1.1801
Ce -0.9899 -2.1203 1.7645
Li -0.6559 1.8111 3.0350

=====

3.
13
Properties=species:S:1:pos:R:3 method="wB97M-V/def2-TZVPD" lumo_ha=-0.02226 gap_ev=7.32 homo_ha=-0.2913
C -2.3341 -0.5671 -0.5086
C 0.1960 -0.1153 -0.2745
C 1.3696 0.2025 0.5139
C 2.5226 0.8669 0.0047
H -3.1651 -0.4586 0.4638
H -2.1290 -1.6267 -1.1314
H -2.3939 0.6135 -1.4054
H -1.0700 -0.7968 1.3882
H 0.2277 0.1239 -1.3146
H 2.5262 0.6665 -1.0920
N -1.0006 -0.4855 0.3037
S 3.9781 1.2851 0.7992
Cl 1.2725 0.2918 2.2529

=====

4.
20
Properties=species:S:1:pos:R:3 method="wB97M-V/def2-TZVPD" lumo_ha="0.02885 / -0.07490" multiplicity=4 gap_ev="6.58 / 6.24" homo_ha="-0.2130 / -0.3043"
O 0.8086 2.1444 -0.7612
C 1.8146 1.2300 -0.8123
C 2.0736 0.4147 0.2689
O 1.2364 -1.7547 0.4733
C 0.0104 -1.5482 -0.1845
C -1.0590 -0.9174 0.6972
O -1.2898 0.4664 0.4387
C -2.1249 0.7121 -0.6826
H 2.6884 1.5110 -1.4256
H 3.0354 -0.1092 0.3411
H -0.3656 -2.5310 -0.5055
H 0.1540 -0.9091 -1.0748
H -2.0079 -1.4662 0.5935
H -0.7330 -0.9670 1.7459
H -2.3212 1.7899 -0.7001
H -1.6237 0.4188 -1.6165
H -3.0680 0.1551 -0.5767
Au 0.0360 1.8382 0.9039
O 1.3970 0.6158 1.4719
H 1.3387 -1.0936 1.4053

=====

5.
16
Properties=species:S:1:pos:R:3 method="wB97M-V/def2-TZVPD" lumo_ha=0.02057 gap_ev=7.84 homo_ha=-0.2676
C 1.2979 -0.4037 -0.3769
C -0.9769 -1.4188 0.5490
C -0.7768 1.2146 -0.8140
N -0.1327 -0.2466 0.3489
N 1.6431 0.8669 -0.7956
O 0.0542 0.3142 1.6415
H 0.3506 1.2242 1.4682
H 1.9766 1.4301 -0.0108
H 1.9990 -0.9269 0.2851
H 1.0290 -1.0885 -1.1901
H -1.9485 -1.0961 0.9263
H -1.0972 -1.9160 -0.4123
H -0.5335 -2.1057 1.2733
H -1.7134 1.1962 -0.2604
H -0.3485 2.2044 -0.8424
H -0.8228 0.7517 -1.7899

=====

6.
8
Properties=species:S:1:pos:R:3 method="wB97M-V/def2-TZVPD" lumo_ha=-0.01695 gap_ev=9.98 homo_ha=-0.3839
C 2.4363 -0.1819 -0.1429
C 1.3344 0.1245 0.1606
C -1.5135 0.0066 0.0630
O -0.3683 0.3668 0.8125
H 3.4834 -0.4291 -0.3715
H -1.8203 -1.0038 0.0635
H -1.3337 0.3391 -1.0132
H -2.2184 0.7777 0.4279

=====

7.
13
Properties=species:S:1:pos:R:3 method="wB97M-V/def2-TZVPD" lumo_ha=0.03918 gap_ev=9.82 smiles=COc1cc[nH]n1 homo_ha=-0.3218
C 1.8849 -1.3260 -0.1995
O 1.2414 -0.2803 -0.9116
C 0.0861 0.1256 -0.3537
N -0.5904 -0.6221 0.5002
N -1.6591 0.1360 0.8145
C -1.6619 1.3329 0.1883
C -0.5293 1.3770 -0.5902
H 2.8407 -1.4921 -0.6978
H 2.0442 -1.0213 0.8407
H 1.2863 -2.2421 -0.2048
H -2.3174 -0.2195 1.4866
H -2.4583 2.0488 0.3377
H -0.1672 2.1831 -1.2104

=====

8.
10
Properties=species:S:1:pos:R:3 method="wB97M-V/def2-TZVPD" lumo_ha="-0.02722 / -0.02864" gap_ev="7.43 / 7.19" homo_ha="-0.3001 / -0.2929"
C -0.8320 0.5676 -0.0144
C 0.8820 -0.9293 -0.8650
N -0.7081 0.7065 1.3819
Cl -0.2377 1.8694 -0.8698
Cl -2.1953 -0.2627 -0.6177
Cl 2.1446 0.0326 -0.3005
Cl 0.6033 -0.7867 -2.5955
Cl 0.5686 -2.4992 -0.2096
Cl 0.3471 2.0334 1.8215
Cl -0.5726 -0.7315 2.2691

=====

9.
8
Properties=species:S:1:pos:R:3 method="wB97M-V/def2-TZVPD" lumo_ha=0.01783 gap_ev=9.17 homo_ha=-0.3190
C -0.3413 -1.1358 0.0821
C 0.5868 1.1553 -0.1204
H -0.0362 -1.2240 1.1831
H -0.4843 -2.1216 -0.1757
H 1.3558 1.9662 0.1967
N -0.6046 1.4801 -0.1199
S 1.1677 -0.1845 -0.5513
S -1.6437 0.0642 -0.4946

=====

10.
174
Properties=species:S:1:pos:R:3 method="wB97M-V/def2-TZVPD" lumo_ha=-0.25473 gap_ev=2.31 charge=+2 homo_ha=-0.3397
N -0.0535 -0.3410 -0.7345
S 0.4195 -1.1263 0.4719
O -0.6158 -1.6182 1.2964
O 1.6838 -0.8749 1.0878
F 0.7355 -2.4661 -0.4133
S 0.1219 1.2112 0.0407
O 1.3056 1.9731 -0.3142
O -0.4810 1.3129 1.3589
F -0.9874 1.9769 -0.7886
C -3.8680 0.9249 -0.0011
C -3.8665 -0.3110 -0.8714
O -4.8661 -1.0442 -0.9620
N -2.6576 -0.5432 -1.8325
H -1.7908 -0.6304 -1.3215
H -2.6854 -1.5394 -1.9969
C -2.5952 0.3841 -3.1071
H -4.5189 1.6786 -0.4443
H -2.8493 1.2850 0.1429
H -4.4557 0.8144 0.9102
H -3.4439 0.2102 -3.7686
H -1.6860 0.0617 -3.6147
H -2.5661 1.4313 -2.8058
C -5.8077 -5.0115 -2.6915
C -5.4815 -5.8888 -1.4629
O -6.0800 -6.8227 -1.0626
N -4.1193 -5.6537 -0.7846
H -3.5857 -6.4992 -0.6413
H -3.5002 -4.9908 -1.2290
C -4.3955 -5.1672 0.6357
H -5.7656 -3.9378 -2.5086
H -6.8155 -5.2548 -3.0283
H -5.0697 -5.3253 -3.4297
H -4.3004 -4.0827 0.5837
H -3.5862 -5.4217 1.3201
H -5.3358 -5.4067 1.1322
C -3.5863 -0.7207 6.5502
C -3.1974 -2.1006 6.0243
O -2.9816 -3.1045 6.7493
N -2.6902 -2.2809 4.5672
H -3.4408 -2.2072 3.8955
H -2.1238 -1.5078 4.2485
C -1.7928 -3.4705 4.3244
H -4.5049 -0.3078 6.1335
H -2.7253 -0.0529 6.5783
H -3.8584 -0.8621 7.5962
H -2.4794 -4.3170 4.3148
H -1.1370 -3.5849 5.1874
H -1.1305 -3.4191 3.4602
C 0.1170 -5.5175 0.1894
C 1.1616 -6.5910 0.3790
O 1.3629 -7.5227 -0.3972
N 2.1891 -6.4410 1.5254
H 1.6692 -6.1483 2.3404
H 2.3175 -7.3768 1.8830
C 3.4006 -5.6042 1.1669
H 0.4473 -4.7509 -0.5116
H -0.3010 -5.0422 1.0767
H -0.7556 -5.9612 -0.2900
H 3.9913 -5.5615 2.0820
H 2.9855 -4.6348 0.8914
H 4.1222 -5.9868 0.4451
C 4.7759 3.5532 2.7179
C 3.6296 2.6074 2.5908
O 3.4720 1.9800 1.5957
N 2.6786 2.5825 3.7744
H 2.1510 1.7327 3.9145
H 3.2439 2.6519 4.6085
C 1.6194 3.7301 3.4356
H 5.5134 3.5473 1.9154
H 5.4427 3.2090 3.5085
H 4.4782 4.5928 2.8548
H 1.1891 3.2801 2.5410
H 2.2226 4.5762 3.1062
H 0.9944 3.9219 4.3078
C -2.1162 5.3700 2.7227
C -1.7713 5.2766 1.1756
O -1.4258 4.2448 0.5635
N -2.0394 6.5799 0.4416
H -2.4690 7.2754 1.0347
H -1.1444 7.0467 0.4073
C -2.6585 6.2474 -0.9515
H -2.4639 4.3977 3.0718
H -2.8333 6.1714 2.9006
H -1.2144 5.6564 3.2638
H -3.6661 5.8614 -0.7967
H -2.0023 5.7015 -1.6294
H -2.8756 7.2731 -1.2497
C 3.9053 -0.3679 -1.3365
C 3.0077 0.0213 -2.4877
O 3.3208 0.9741 -3.1263
N 1.7577 -0.7499 -2.8762
H 1.9986 -1.7234 -2.9961
H 1.0093 -0.7150 -2.1989
C 1.1172 -0.3817 -4.2488
H 4.1888 0.4946 -0.7334
H 4.7791 -0.8512 -1.7734
H 3.4344 -1.0204 -0.6012
H 0.6898 0.6120 -4.1148
H 0.3294 -1.1322 -4.3144
H 1.9196 -0.3596 -4.9862
C 2.0308 5.5931 -1.3495
C 3.4144 5.4476 -0.7668
O 3.5334 5.4436 0.4486
N 4.6158 5.0639 -1.6614
H 4.4482 5.4305 -2.5875
H 5.4470 5.5957 -1.4460
C 4.7241 3.5196 -1.8937
H 1.3168 5.7232 -0.5362
H 1.8866 4.5932 -1.7586
H 1.9332 6.3982 -2.0777
H 5.4119 2.9644 -1.2559
H 4.9512 3.3612 -2.9479
H 3.8150 2.9658 -1.6592
C 4.0726 -1.2351 3.1749
C 4.8677 -2.0502 4.1894
O 4.4457 -2.3271 5.3022
N 6.2838 -2.3050 3.8925
H 6.3462 -3.0500 3.2134
H 6.4824 -1.5328 3.2725
C 7.1214 -2.4456 5.1391
H 3.3220 -1.9536 2.8456
H 4.6763 -1.0032 2.2975
H 3.6548 -0.3004 3.5491
H 8.0991 -2.3650 4.6641
H 7.0399 -3.4147 5.6314
H 6.8904 -1.6451 5.8419
C -1.0484 4.7177 -7.5448
C -1.3786 5.5823 -6.2965
O -2.5210 5.9222 -6.1294
N -0.2450 6.0418 -5.3785
H 0.6813 6.2170 -5.7412
H -0.3376 6.9880 -5.0377
C -0.2624 5.0760 -4.1571
H -0.0014 4.6266 -7.8339
H -1.5806 5.3136 -8.2863
H -1.4842 3.7658 -7.2414
H -1.1538 4.4671 -4.0066
H -0.0916 5.7402 -3.3098
H 0.5396 4.3445 -4.2562
O -6.3030 -1.3316 1.7460
C -5.3536 -1.6807 2.5301
O -4.7738 -0.8435 3.2189
O -5.1023 -2.8856 2.6794
H -6.6108 -2.1632 1.3781
O 2.7143 -5.1702 -1.9297
C 3.3067 -3.9946 -2.3018
O 2.7589 -3.2234 -3.0731
O 4.4298 -3.8263 -1.8106
H 1.9781 -5.0073 -2.5239
O -3.7857 3.8719 -2.8856
C -4.1537 3.3894 -4.1049
O -3.3450 2.9311 -4.9918
O -5.3779 3.5029 -4.3743
H -4.7038 3.9394 -2.6134
O -0.9444 -4.9187 -3.4794
C -1.5987 -3.8431 -3.1640
O -1.6556 -2.9033 -4.0217
O -2.1604 -3.6757 -2.0852
H -0.6234 -4.6074 -4.3289
O -1.3380 0.1154 4.1084
C -0.0703 -0.0295 4.5504
O 0.8413 0.7313 4.2742
O 0.0834 -0.9673 5.3928
H -1.5876 0.7949 3.4779
O 2.1469 -3.7438 3.7571
C 1.4696 -4.6015 4.5238
O 1.0148 -5.5965 3.9972
O 1.3487 -4.4802 5.7195
H 2.3345 -3.0987 4.4429
O -0.6106 1.9292 -5.6968
C -0.7774 0.9542 -6.6105
O -1.9191 0.6548 -6.9151
O 0.3069 0.4914 -7.1288
H -1.5699 1.9119 -5.6672

=====

11.
17
Properties=species:S:1:pos:R:3 method="wB97M-V/def2-TZVPD" lumo_ha=0.04105 gap_ev=10.24 smiles="C1=CCOCCC1" homo_ha=-0.3352
C -1.5877 -0.1546 -0.0712
C -0.6504 -1.2560 0.4199
O 0.3994 -1.4495 -0.5097
C 1.6027 -0.7439 -0.2527
C 1.4579 0.6263 0.3764
C 0.3997 1.4273 0.2435
C -0.8109 1.0724 -0.5865
H -2.2725 0.1206 0.7415
H -2.1978 -0.5471 -0.8943
H -0.2519 -1.0101 1.4144
H -1.1934 -2.2051 0.4963
H 2.2668 -1.3597 0.3779
H 2.0912 -0.6506 -1.2332
H 2.3025 0.9511 0.9841
H 0.4059 2.3902 0.7544
H -0.4740 0.8581 -1.6080
H -1.4875 1.9306 -0.6527

=====

12.
54
Properties=species:S:1:pos:R:3 method="wB97M-V/def2-TZVPD" lumo_ha=0.01490 gap_ev=8.50 smiles="COc1ccccc1N1CCN(C(=O)CCCn2c(=O)[nH]c3ccsc3c2=O)CC1" homo_ha=-0.2976
C -3.7488 -0.3701 -2.5043
H -3.4029 -1.1099 -3.2242
H -2.8929 0.1127 -2.0264
H -4.3452 0.3900 -3.0208
O -4.5411 -1.0729 -1.5663
C -4.9842 -0.2996 -0.5043
C -6.3418 -0.0388 -0.4222
C -6.8585 0.7303 0.6054
C -5.9995 1.2505 1.5549
C -4.6452 0.9771 1.4966
C -4.1050 0.1877 0.4820
N -2.7356 -0.0897 0.3906
C -2.3503 -1.4888 0.3710
H -2.3508 -1.8982 1.3963
C -0.9469 -1.6491 -0.2217
N -0.0096 -0.8400 0.5207
C 1.1390 -1.2231 1.1156
O 1.8027 -0.4293 1.7688
C 1.5873 -2.6647 0.9374
H 2.4319 -2.8159 1.6130
C 2.0243 -2.9844 -0.4989
H 1.2975 -2.6036 -1.2150
C 3.3933 -2.3930 -0.8447
N 3.4917 -0.9816 -0.4981
C 4.2872 -0.6673 0.5944
O 4.9474 -1.4903 1.1836
N 4.3384 0.6618 0.9374
C 3.5605 1.6081 0.3410
C 2.7729 1.2549 -0.7349
C 2.6734 -0.1020 -1.2034
O 1.9605 -0.4887 -2.1089
S 1.8871 2.6090 -1.3444
C 2.5891 3.6255 -0.1519
C 3.4544 2.9782 0.6731
H 3.9872 3.4447 1.4811
H 2.3197 4.6629 -0.1274
H 4.8411 0.8752 1.7873
H 3.5657 -2.4903 -1.9198
H 4.1851 -2.9020 -0.2928
H 2.0931 -4.0670 -0.6213
H 0.7846 -3.3383 1.2428
C -0.4148 0.5493 0.5723
C -1.8081 0.6860 1.1849
H -1.7754 0.3454 2.2330
H -2.1009 1.7369 1.1583
H -0.4253 0.9490 -0.4487
H 0.3181 1.0921 1.1713
H -0.9474 -1.3156 -1.2664
H -0.6732 -2.7007 -0.1866
H -3.0633 -2.0531 -0.2289
H -4.0020 1.3693 2.2686
H -6.3828 1.8617 2.3586
H -7.9177 0.9295 0.6539
H -6.9835 -0.4439 -1.1900